Record 1
Molecular formula: C23H28CeN4O7S2
Method: DFT, ωB97M-V/def2-TZVPD

Each line ends with the Mulliken charge.
Element x y z (Å)
H 18.63 15.72 5.41  0.564
H 10.89 18.34 4.31  0.597
H 12.13 21.81 6.45  0.441
H 10.59 11.27 9.21  0.329
C 12.03 20.75 6.37  -0.565
N 12.07 12.01 7.77  0.158
C 9.77 9.35 4.71  -0.491
O 14.13 13.97 8.67  -0.410
H 11.87 14.71 8.66  0.154
H 9.16 8.83 6.84  0.166
C 16.27 14.91 8.20  0.590
O 15.13 17.66 7.74  -0.592
H 9.56 13.36 9.51  0.578
H 9.14 7.53 5.63  0.370
H 10.75 9.28 4.20  0.264
C 12.48 16.65 5.94  0.975
H 11.62 12.56 9.75  0.417
H 9.69 16.07 9.56  0.397
C 18.32 15.91 7.51  -0.664
H 11.80 8.77 6.40  0.050
O 14.93 14.22 4.66  -0.325
C 16.75 14.92 5.96  0.823
C 11.10 12.22 8.87  -1.446
C 11.05 7.91 6.39  -1.015
N 10.37 11.11 6.37  0.172
C 12.73 18.63 7.14  0.597
N 13.20 16.19 7.02  0.126
H 11.23 7.54 7.39  0.381
C 9.73 8.39 5.92  -0.240
O 12.22 15.83 5.01  -0.802
H 10.89 14.65 7.11  -0.337
H 17.66 15.69 9.63  0.472
N 15.94 14.62 6.96  -0.016
H 8.88 15.52 8.21  0.435
C 15.16 14.53 9.14  0.151
S 12.75 11.60 5.28  -0.329
H 9.44 13.11 7.81  0.531
C 11.60 11.59 6.56  0.057
S 13.71 17.44 7.99  1.151
H 10.10 16.67 8.04  0.308
H 8.64 11.10 5.23  0.455
C 10.87 14.63 8.20  1.226
C 17.45 15.53 8.53  -0.439
O 15.36 14.90 10.41  -0.444
H 13.01 11.70 8.02  0.340
O 13.29 17.20 9.34  -0.638
C 11.35 20.17 5.32  -0.589
H 9.71 11.18 7.17  0.326
C 16.25 14.63 4.60  0.231
C 9.67 10.79 5.06  -1.026
H 10.84 20.75 4.53  0.399
O 16.84 14.76 3.59  -0.473
H 8.95 9.08 4.07  0.379
C 11.35 18.79 5.15  -0.703
Ce 13.54 14.15 6.18  0.583
H 13.25 20.52 8.08  0.552
C 12.14 18.05 6.03  0.058
H 9.94 11.50 4.31  0.478
C 9.90 15.76 8.54  -1.810
C 12.71 19.99 7.33  -0.856
C 17.93 15.60 6.20  -0.662
H 19.20 16.49 7.66  0.528
H 11.59 7.17 5.75  0.341
H 14.52 14.90 10.95  0.433
C 10.14 13.31 8.61  -0.708

Results
net charge	+2
HOMO	-15.4	eV
LUMO	-8.24	eV
energy above the lowest of the compared OMol25 structures with the same formula, charge and spin	0.000	eV
orbital gap	7.15	eV
E	-79185.7317	eV

Record 2
Molecular formula: C29H65Br8N7O7
Method: DFT, ωB97M-V/def2-TZVPD

Each line ends with the Mulliken charge.
Element x y z (Å)
H 2.94 -1.97 -3.55  0.343
H -5.72 -3.43 -6.78  0.334
Br -8.72 -2.47 -7.15  -0.130
O -6.99 -8.38 5.13  -0.583
H 3.30 -8.64 -0.25  0.384
C 5.71 5.30 -4.77  -0.993
C 6.06 4.16 -6.87  0.192
H 7.73 -1.47 2.48  0.278
H -0.12 2.86 8.33  0.392
H -1.52 5.46 -4.80  0.323
H -2.72 3.64 6.81  0.354
C 0.34 -1.46 2.33  -0.911
H -8.51 2.28 0.53  0.304
H 5.07 6.23 4.87  0.376
H 3.42 -1.91 -7.09  0.329
O 5.83 -3.46 -4.38  -0.532
C -2.87 7.69 -3.45  -0.951
H -5.94 -4.20 5.02  0.303
H -1.67 3.01 9.06  0.373
H -1.05 3.46 6.06  0.314
H 2.33 -3.57 -3.95  0.329
H -6.87 2.61 1.00  0.304
Br 4.19 5.60 7.15  -0.140
H 0.04 5.97 -4.02  0.301
C 5.23 -3.10 -5.29  0.117
C -1.31 6.46 -1.93  0.241
O -2.04 6.62 -0.95  -0.616
H 2.25 0.01 1.60  0.266
H -8.53 -4.74 4.97  0.321
Br -4.63 -2.62 -4.62  -0.152
H 6.70 5.67 -4.51  0.333
H 5.82 1.93 -5.31  0.321
C -1.64 3.70 6.94  -0.522
O 8.42 -5.68 1.55  -0.624
H 3.58 4.20 4.59  0.407
H -1.53 -0.55 0.20  0.299
Br 2.55 -7.31 2.32  -0.107
C 7.92 -4.52 1.55  0.183
Br -1.20 5.61 7.12  -0.125
C -1.18 2.72 8.12  -0.614
N 5.89 4.13 -5.54  0.141
C 3.04 -2.55 -6.30  -0.964
N 7.78 -3.69 2.62  0.138
C -6.13 -3.15 -5.81  -0.527
H -0.44 -1.62 3.08  0.304
H -5.45 -7.43 4.15  0.229
H 6.56 2.84 -3.99  0.311
N 3.91 -2.85 -5.18  0.060
H -6.68 -1.29 -6.93  0.317
H 6.20 5.14 5.90  0.367
H -5.04 -5.28 3.91  0.284
C 3.23 -2.98 -3.85  -0.982
C 7.14 -2.39 2.39  -0.843
H 5.04 5.35 -3.92  0.333
H 4.81 2.90 -4.27  0.338
C 1.38 0.38 1.02  0.178
H -7.50 -1.38 -5.32  0.346
C -7.33 5.28 0.44  0.212
Br 4.98 2.34 5.71  -0.143
H 7.27 -3.86 4.53  0.295
H -0.96 6.96 -5.11  0.290
C -6.03 -4.98 4.26  -0.861
N -1.69 6.83 -3.14  0.086
H 5.54 -2.93 -6.33  0.294
H -0.35 5.92 -1.95  0.240
H 7.53 -4.23 0.56  0.266
H -9.08 5.41 -1.21  0.307
H 5.80 5.14 -7.30  0.234
H -6.44 4.99 1.02  0.269
H -10.10 4.16 -0.62  0.255
H 5.17 4.17 3.81  0.349
O -7.58 6.47 0.27  -0.602
H 3.91 -3.23 -3.04  0.317
C -7.12 -1.94 -6.18  -0.553
C 2.27 -8.94 -0.06  -0.570
H -7.24 2.40 -0.71  0.329
N -6.80 -6.11 4.76  0.051
H 5.26 6.03 -5.43  0.326
C 4.65 4.13 4.77  -0.626
O 6.38 3.16 -7.57  -0.616
C 5.21 5.35 5.49  -0.589
C -7.61 2.81 0.23  -0.854
N -8.01 4.22 -0.02  0.036
H -1.66 0.47 1.72  0.330
H 2.67 -3.47 -6.74  0.352
H -0.87 1.06 0.29  0.306
H 8.98 -3.40 4.25  0.318
C -1.04 0.15 0.88  -0.949
H -8.67 3.73 -1.77  0.340
N 0.25 -0.26 1.41  0.099
H 2.07 -2.16 -5.97  0.336
Br 0.91 -7.50 -0.64  -0.158
H -8.83 -6.49 5.34  0.329
H 8.59 -5.05 4.02  0.304
C -6.41 -7.41 4.71  0.205
O 1.42 1.26 0.25  -0.561
Br -1.63 0.69 7.84  -0.172
C 5.79 2.87 -4.76  -0.920
H 1.20 -1.47 3.00  0.303
H 6.33 -2.31 3.12  0.324
H -3.67 7.20 -4.01  0.332
C -9.08 4.35 -0.98  -0.900
H -6.66 -4.54 3.49  0.326
H -7.92 -5.60 6.47  0.306
C -8.12 -5.66 5.40  -0.912
H 0.30 -2.37 1.74  0.337
C -0.98 6.25 -4.28  -0.915
H -6.64 -4.00 -5.36  0.366
C 8.17 -4.05 3.93  -0.890
H 3.06 -9.60 1.86  0.337
H -3.16 8.29 -2.59  0.327
H 1.24 -9.42 1.92  0.375
H 6.70 -2.45 1.40  0.253
H 2.12 -9.94 -0.47  0.385
H -2.63 8.50 -4.15  0.343
C 2.18 -9.05 1.52  -0.646

Results
HOMO	-9.2	eV
LUMO	-0.21	eV
energy above the lowest of the compared OMol25 structures with the same formula, charge and spin	2.038	eV
orbital gap	8.94	eV
E	-616225.6836	eV
SMILES	CN(C)C=O.CN(C)C=O.CN(C)C=O.CN(C)C=O.CN(C)C=O.CN(C)C=O.CN(C)C=O.BrCCBr.BrCCBr.BrCCBr.BrCCBr

Record 3
Molecular formula: H80O40
Method: DFT, ωB97M-V/def2-TZVPD

Each line ends with the Mulliken charge.
Element x y z (Å)
H 3.60 -1.96 -1.15  0.284
H -3.17 0.23 1.79  0.387
H 3.96 3.39 -1.69  0.276
H 2.41 0.80 1.66  0.161
H -3.50 5.09 -1.32  0.284
H -5.47 0.72 -1.22  0.242
H -5.69 -3.54 -2.35  0.290
O -5.98 1.51 -1.44  -0.692
O -3.17 -0.52 2.39  -0.393
H -5.48 1.49 0.33  0.451
H -0.26 2.00 -5.75  0.308
H -0.53 -6.21 -0.31  0.260
H 2.67 1.51 -0.54  0.284
H -3.16 -0.80 -2.76  0.236
H -2.83 3.27 -4.20  0.278
O 2.04 -0.05 1.35  -0.329
H -3.08 3.73 -1.94  0.246
H -1.84 -3.18 0.26  0.131
O -3.62 -1.14 -3.54  -0.494
H -1.11 0.74 -5.85  0.286
H 1.38 3.72 1.11  0.255
H 4.64 -3.03 0.60  0.268
H 1.09 1.69 4.64  0.264
H 1.67 0.34 3.53  -0.549
H 0.25 -3.42 2.30  0.352
H -0.46 -1.48 3.15  0.172
H -5.45 1.25 4.30  0.404
O 0.13 -3.91 4.86  -0.593
H 2.13 -3.23 1.10  0.477
H -2.87 1.71 -1.22  0.334
H 4.78 -3.41 -0.80  0.522
H -1.43 -3.64 -1.06  0.256
O -3.33 2.68 -4.77  -0.587
O 0.29 0.44 -2.25  -0.226
H 3.75 4.41 -2.72  0.336
H 0.06 -0.49 -2.47  0.221
H -6.33 2.02 3.27  0.317
O 3.10 2.94 5.67  -0.650
H 6.43 2.62 -0.61  0.256
H -5.89 1.72 -2.37  0.295
H 2.27 4.82 0.72  0.292
O 2.11 -5.15 2.15  -0.626
H -3.67 3.48 3.82  0.307
H 1.32 0.99 -0.84  0.013
O 1.80 -0.56 3.85  -0.476
O -3.78 1.29 4.77  -0.592
H 2.99 2.97 -3.59  0.156
H 4.98 -1.55 -1.25  0.318
O -2.48 2.18 0.40  -0.623
O 4.98 1.57 -3.17  -0.526
H -1.30 -0.29 2.58  0.223
H -0.39 -2.59 1.44  0.400
H -4.79 -3.27 1.29  0.305
H 0.48 1.03 3.52  0.251
O -5.66 -3.30 -3.27  -0.614
H 5.77 1.11 -2.85  0.279
O 2.85 -2.65 1.35  -0.521
O -4.30 3.81 3.17  -0.579
H -4.49 3.28 2.39  0.282
O 2.01 -3.80 -3.65  -0.557
H 2.71 -0.51 4.16  0.388
H -3.06 0.74 5.14  0.332
H 3.57 2.40 4.99  0.431
O 3.84 4.35 -1.76  -0.602
H 1.43 2.77 -3.61  0.344
H -4.06 -4.65 1.21  0.308
O -4.85 1.04 0.96  -0.553
O 2.19 3.02 -4.14  -0.625
O -3.04 1.42 -2.15  -0.165
H -3.02 -1.71 -4.02  0.260
H 0.72 -3.44 5.47  0.309
H 2.66 -1.76 1.00  0.095
H -3.64 -1.28 2.02  0.070
H -3.21 1.45 4.00  0.186
O 2.28 3.85 0.78  -0.457
H 0.83 0.45 -5.47  0.427
H 2.95 -3.97 -3.84  0.266
H -2.18 1.01 -2.35  0.239
O 4.41 -2.27 -1.59  -0.663
H 4.64 0.82 -3.71  0.285
O 0.17 -3.40 1.32  -0.350
O -4.43 -3.99 1.82  -0.612
H 1.91 -0.66 -6.06  0.256
H 3.65 -1.82 -4.27  0.156
O 1.23 -0.47 -5.41  -0.638
H 1.83 -4.71 -3.35  0.258
H 1.52 -4.41 1.98  0.139
H 0.71 -2.76 -2.45  0.186
H 2.33 -1.10 -3.74  0.267
O -0.77 -5.29 -0.16  -0.547
H -3.25 1.75 -4.54  0.284
O -1.96 -2.94 -0.66  -0.439
H 5.77 1.22 -0.44  0.286
H 1.85 0.21 0.43  0.698
H 3.38 3.75 3.63  0.269
O -6.11 1.13 3.57  -0.712
H 0.18 1.01 -3.01  -0.005
H -0.92 -5.29 0.80  0.250
O 0.88 0.76 4.39  -0.553
O 4.71 -3.83 0.06  -0.708
H -2.71 3.03 -0.01  0.333
O 1.81 1.40 -0.10  -0.477
H -0.18 -2.73 -1.21  0.149
O 3.32 -1.16 -3.66  -0.382
H -0.73 -3.76 5.27  0.288
H 3.27 3.87 5.50  0.282
H -5.41 1.08 1.77  0.213
O -0.58 1.25 -5.22  -0.583
H 3.60 4.47 2.23  0.325
O 3.41 1.41 3.45  -0.843
O 4.01 3.95 2.93  -0.679
H -5.69 -2.32 -3.40  0.300
O -0.95 -1.15 2.39  -0.709
O 5.85 1.98 -1.02  -0.546
H 2.47 1.22 3.52  0.866
H -3.29 1.80 0.83  0.118
H 2.46 -4.94 3.05  0.321
O -2.95 4.32 -1.17  -0.646
H 3.77 2.15 2.89  0.404
O 0.30 -2.14 -1.83  -0.422

Results
HOMO	-7.8	eV
LUMO	-0.48	eV
energy above the lowest of the compared OMol25 structures with the same formula, charge and spin	17.914	eV
orbital gap	7.34	eV
E	-83187.9013	eV